[1]
C4H14N | ωB97M-V/def2-TZVPD

Results
* relative energy (zero: lowest compared OMol25 entry of this formula, charge and spin): 16.3 kcal/mol
* orbital gap: 0.4099 hartree
* DFT total energy: -5858.146 eV
* net charge: +1

```
19
Properties=species:S:1:pos:R:3:mulliken_charge:R:1
C 2.378 -1.992 0.571 -0.87
C 2.425 -0.563 -0.009 -0.58
H 2.676 -2.704 -0.194 0.29
H 1.404 -2.286 0.947 0.27
H 3.155 -2.069 1.336 0.29
H 3.379 -0.425 -0.503 0.35
H 1.550 -0.448 -0.660 -0.03
H 2.342 0.190 0.762 0.28
C -1.663 -0.221 0.372 -0.98
N -1.629 0.798 -0.762 -0.17
C -1.913 2.195 -0.325 -0.78
H -1.503 -1.199 -0.066 0.34
H -0.956 0.091 1.133 0.40
H -2.668 -0.183 0.752 0.46
H -2.316 0.463 -1.434 0.38
H -0.718 0.731 -1.219 0.33
H -2.434 2.192 0.616 0.33
H -2.532 2.687 -1.071 0.37
H -0.975 2.742 -0.245 0.32
```


[2]
C4H14N | ωB97M-V/def2-TZVPD

Results
* relative energy (zero: lowest compared OMol25 entry of this formula, charge and spin): 12.4 kcal/mol
* orbital gap: 0.4334 hartree
* DFT total energy: -5858.317 eV
* net charge: +1

```
19
Properties=species:S:1:pos:R:3:mulliken_charge:R:1
C 0.429 2.439 -0.175 -0.73
C 0.888 1.737 1.092 -1.00
H 1.206 2.435 -0.945 0.28
H -0.435 1.914 -0.605 0.23
H 0.060 3.450 -0.005 0.35
H 1.404 0.795 0.887 0.35
H 0.111 1.801 1.862 0.29
H 1.641 2.322 1.603 0.40
C -1.086 -1.636 -0.543 -0.37
C 0.158 -1.822 -1.388 -1.05
N -0.684 -1.132 0.846 -0.17
H -1.849 -0.955 -0.923 0.36
H -1.617 -2.577 -0.379 0.38
H 0.897 -1.039 -1.169 0.34
H 0.014 -1.790 -2.457 0.33
H -0.086 -0.316 0.703 -0.09
H -1.539 -1.006 1.380 0.37
H -0.139 -1.863 1.310 0.39
H 0.624 -2.756 -1.093 0.35
```


[3]
C4H14N | ωB97M-V/def2-TZVPD

Results
* relative energy (zero: lowest compared OMol25 entry of this formula, charge and spin): 15.4 kcal/mol
* orbital gap: 0.3905 hartree
* DFT total energy: -5858.184 eV
* net charge: +1

```
19
Properties=species:S:1:pos:R:3:mulliken_charge:R:1
C 0.032 -0.404 -2.031 -0.37
C -0.032 -1.486 -0.953 -1.11
N 1.474 0.074 -2.143 -0.34
H -0.202 -0.783 -3.004 0.34
H -0.563 0.421 -1.676 0.34
H 0.263 -1.061 -0.001 0.34
H 0.460 -2.410 -1.248 0.41
H 2.095 -0.729 -2.242 0.36
H 1.628 0.788 -2.855 0.36
H 1.735 0.527 -1.259 0.34
H -1.090 -1.686 -0.821 0.33
C -1.406 0.626 2.091 -0.55
C -0.277 1.138 3.036 -0.88
H -2.377 0.560 2.557 0.35
H -1.455 1.251 1.201 0.19
H -1.030 -0.365 1.828 0.06
H 0.574 1.429 2.427 0.24
H 0.080 0.315 3.657 0.28
H -0.636 1.871 3.749 0.31
```


[4]
C4H14N | ωB97M-V/def2-TZVPD

Results
* relative energy (zero: lowest compared OMol25 entry of this formula, charge and spin): 10.3 kcal/mol
* orbital gap: 0.4133 hartree
* DFT total energy: -5858.407 eV
* net charge: +1

```
19
Properties=species:S:1:pos:R:3:mulliken_charge:R:1
N 0.232 -1.508 -1.692 -0.40
H 0.394 -1.757 -2.667 0.40
H -0.501 -0.798 -1.592 0.21
H -0.052 -2.342 -1.173 0.40
H 1.101 -1.166 -1.284 0.32
C -1.166 1.683 -0.547 -1.09
C -0.854 0.650 0.534 -0.58
C 0.654 0.459 0.732 -0.52
C 1.051 -0.829 1.491 -1.02
H -0.584 2.597 -0.423 0.32
H -2.218 1.962 -0.578 0.35
H -0.906 1.288 -1.540 0.26
H -1.364 -0.301 0.311 0.34
H -1.322 0.916 1.484 0.39
H 1.062 1.333 1.241 0.42
H 1.183 0.491 -0.231 0.30
H 0.492 -0.934 2.415 0.34
H 2.116 -0.755 1.713 0.35
H 0.939 -1.724 0.874 0.21
```


[5]
C4H14N | ωB97M-V/def2-TZVPD

Results
* relative energy (zero: lowest compared OMol25 entry of this formula, charge and spin): 23.3 kcal/mol
* orbital gap: 0.3967 hartree
* DFT total energy: -5857.842 eV
* net charge: +1

```
19
Properties=species:S:1:pos:R:3:mulliken_charge:R:1
C 2.635 -0.565 -1.130 -0.77
N 2.269 0.361 -0.010 -0.27
H 1.836 -0.365 -1.852 0.36
H 3.658 -0.497 -1.472 0.34
H 2.354 -1.587 -0.852 0.34
H 2.920 0.392 0.783 0.39
H 1.329 0.252 0.404 0.18
H 2.352 1.332 -0.327 0.41
C -1.331 -1.116 0.657 -1.02
C -1.384 0.444 0.854 0.27
C -2.455 0.945 -0.111 -1.38
H -2.228 -1.417 0.122 0.38
H -1.203 -1.633 1.607 0.30
H -0.508 -1.360 -0.012 0.28
H -0.390 0.832 0.596 -0.20
H -1.538 0.846 1.859 0.32
H -2.580 2.030 -0.093 0.35
H -2.292 0.566 -1.130 0.35
H -3.444 0.541 0.108 0.36
```


[6]
C4H14N2 | ωB97M-V/def2-TZVPD

Results
* relative energy (zero: lowest compared OMol25 entry of this formula, charge and spin): 12.9 kcal/mol
* SMILES string: CCN.CCN
* orbital gap: 0.3735 hartree
* DFT total energy: -7354.559 eV
* net charge: 0

```
20
Properties=species:S:1:pos:R:3:mulliken_charge:R:1
C -3.261 3.159 -4.110 -0.93
C -1.772 2.933 -3.885 -0.26
N -1.351 2.207 -5.059 -0.52
H -3.509 3.508 -5.126 0.27
H -3.540 3.946 -3.389 0.30
H -3.857 2.257 -3.892 0.27
H -1.195 3.862 -3.713 0.24
H -1.616 2.273 -3.010 0.26
H -0.640 1.476 -4.944 0.19
H -1.070 2.749 -5.883 0.18
C 1.681 -3.654 3.689 -1.12
C 2.625 -2.919 4.683 -0.20
N 2.130 -1.634 5.003 -0.62
H 0.649 -3.486 4.039 0.32
H 1.890 -4.737 3.718 0.32
H 1.758 -3.309 2.644 0.31
H 2.791 -3.570 5.562 0.30
H 3.584 -2.843 4.135 0.23
H 2.870 -1.045 5.402 0.23
H 1.835 -1.172 4.136 0.22
```


[7]
C4H14N2 | ωB97M-V/def2-TZVPD

Results
* relative energy (zero: lowest compared OMol25 entry of this formula, charge and spin): 17.5 kcal/mol
* SMILES string: CCN.CCN
* orbital gap: 0.3667 hartree
* DFT total energy: -7354.360 eV
* net charge: 0

```
20
Properties=species:S:1:pos:R:3:mulliken_charge:R:1
C 1.020 0.716 3.177 -1.09
C 2.285 -0.083 3.635 -0.20
N 3.397 0.844 3.895 -0.55
H 0.755 1.408 3.994 0.29
H 0.134 0.107 2.929 0.33
H 1.298 1.309 2.290 0.30
H 1.878 -0.572 4.541 0.18
H 2.582 -0.880 2.927 0.27
H 3.238 1.851 3.786 0.23
H 4.141 0.599 3.232 0.24
C -1.637 -1.354 -2.840 -1.13
C -1.999 0.004 -3.258 -0.16
N -2.421 0.089 -4.684 -0.66
H -1.154 -1.367 -1.848 0.31
H -0.886 -1.622 -3.601 0.31
H -2.437 -2.114 -2.852 0.31
H -2.930 0.285 -2.729 0.26
H -1.220 0.741 -2.984 0.27
H -3.125 0.831 -4.762 0.25
H -2.919 -0.793 -4.847 0.23
```


[8]
C4H14N2 | ωB97M-V/def2-TZVPD

Results
* relative energy (zero: lowest compared OMol25 entry of this formula, charge and spin): 18.3 kcal/mol
* SMILES string: CCN.CNC
* orbital gap: 0.3458 hartree
* DFT total energy: -7354.322 eV
* net charge: 0

```
20
Properties=species:S:1:pos:R:3:mulliken_charge:R:1
C -2.163 2.825 -0.281 -1.02
C -1.073 1.832 0.105 -0.17
N -0.574 2.201 1.473 -0.59
H -3.132 2.529 0.119 0.30
H -2.270 2.769 -1.369 0.30
H -1.904 3.824 0.055 0.30
H -0.199 1.890 -0.542 0.24
H -1.487 0.835 0.219 0.24
H 0.296 2.721 1.514 0.21
H -0.458 1.358 1.987 0.21
C 0.895 -2.681 0.774 -0.81
N 1.801 -1.939 -0.082 -0.35
C 1.675 -2.086 -1.513 -0.80
H -0.140 -2.334 0.655 0.26
H 1.127 -2.590 1.835 0.30
H 0.976 -3.743 0.534 0.29
H 1.815 -0.980 0.215 0.23
H 1.868 -3.129 -1.771 0.28
H 0.648 -1.908 -1.864 0.29
H 2.299 -1.393 -2.063 0.31
```


[9]
C4H14N2 | ωB97M-V/def2-TZVPD

Results
* relative energy (zero: lowest compared OMol25 entry of this formula, charge and spin): 46.2 kcal/mol
* SMILES string: CCC.NCN
* orbital gap: 0.3552 hartree
* DFT total energy: -7353.114 eV
* net charge: 0

```
20
Properties=species:S:1:pos:R:3:mulliken_charge:R:1
C 0.588 0.682 -3.409 -1.27
C 0.133 -0.034 -2.093 -0.07
C -1.369 -0.108 -1.755 -0.81
H 0.077 0.197 -4.257 0.32
H 1.667 0.719 -3.653 0.33
H 0.279 1.745 -3.541 0.33
H 0.703 0.554 -1.313 0.23
H 0.454 -1.102 -2.069 0.23
H -1.460 0.481 -0.747 0.12
H -1.847 0.183 -2.720 0.32
H -1.905 -1.074 -1.480 0.26
N 0.620 -0.938 2.034 -0.50
C 0.827 -0.336 3.341 -0.20
N -0.488 0.199 3.605 -0.53
H 0.064 -1.754 2.034 0.22
H 0.617 -0.387 1.201 0.17
H 1.083 -1.171 4.150 0.26
H 1.598 0.601 3.196 0.22
H -0.683 0.650 4.493 0.18
H -0.959 0.894 2.983 0.17
```


[10]
C4H14N2O | ωB97M-V/def2-TZVPD

Results
* relative energy (zero: lowest compared OMol25 entry of this formula, charge and spin): 47.1 kcal/mol
* SMILES string: CCCNCN.O
* orbital gap: 0.3769 hartree
* DFT total energy: -9401.564 eV
* net charge: 0

```
21
Properties=species:S:1:pos:R:3:mulliken_charge:R:1
C 0.972 -1.785 -1.434 -1.14
C -0.239 -1.065 -1.985 -0.23
C -1.220 -0.362 -0.865 -0.85
N -0.366 0.509 -0.013 -0.14
C -1.084 1.210 1.031 -0.44
N -0.016 2.193 1.568 -0.54
H 0.701 -2.608 -0.816 0.32
H 1.704 -1.133 -0.888 0.30
H 1.644 -2.308 -2.221 0.30
H 0.016 -0.276 -2.776 0.25
H -1.004 -1.819 -2.500 0.26
H -1.819 -1.117 -0.389 0.39
H -1.974 0.184 -1.409 0.40
H 0.370 -0.087 0.430 0.12
H -2.024 1.641 0.789 0.41
H -1.264 0.586 1.999 0.22
H 0.525 2.544 0.804 0.22
H -0.409 2.961 2.050 0.19
O 1.996 -0.031 1.989 -0.66
H 2.377 0.421 2.760 0.29
H 1.113 0.344 1.877 0.32
```


[11]
C4H14N2O | ωB97M-V/def2-TZVPD

Results
* relative energy (zero: lowest compared OMol25 entry of this formula, charge and spin): 29.6 kcal/mol
* SMILES string: NCCCCN.O
* orbital gap: 0.3641 hartree
* DFT total energy: -9402.322 eV
* net charge: 0

```
21
Properties=species:S:1:pos:R:3:mulliken_charge:R:1
N -2.253 1.140 0.906 -0.59
C -1.044 1.275 1.770 -0.71
C 0.038 0.215 1.549 -0.59
C 0.674 0.167 0.151 -0.45
C -0.248 -0.237 -1.009 -0.53
N 0.543 -0.317 -2.219 -0.54
H -2.947 1.618 1.482 0.29
H -2.629 0.195 0.974 0.20
H -1.412 1.286 2.802 0.39
H -0.571 2.253 1.624 0.31
H -0.350 -0.743 1.914 0.34
H 0.836 0.554 2.218 0.27
H 0.948 1.214 -0.034 0.23
H 1.616 -0.372 0.117 0.38
H -1.038 0.508 -1.154 0.39
H -0.762 -1.153 -0.740 0.23
H 1.267 0.326 -2.461 0.17
H 0.089 -0.695 -3.033 0.19
O 2.540 -2.286 -1.282 -0.67
H 2.923 -3.022 -1.791 0.31
H 1.780 -1.926 -1.784 0.37
```


[12]
C4H14N2O | ωB97M-V/def2-TZVPD

Results
* relative energy (zero: lowest compared OMol25 entry of this formula, charge and spin): 87.1 kcal/mol
* SMILES string: CC(C)NCN.O
* orbital gap: 0.3601 hartree
* DFT total energy: -9399.831 eV
* net charge: 0

```
21
Properties=species:S:1:pos:R:3:mulliken_charge:R:1
C -1.275 -0.912 0.714 -1.17
C -0.385 0.143 1.428 0.66
C 0.630 -0.421 2.386 -1.47
N 0.254 0.877 0.226 -0.46
C -0.497 2.091 -0.184 -0.45
N -1.687 2.009 -1.025 -0.54
H -2.223 -0.993 1.304 0.29
H -0.702 -1.812 0.353 0.31
H -1.730 -0.671 -0.329 0.23
H -1.114 0.796 2.071 0.18
H 1.213 0.329 3.097 0.33
H 1.709 -1.024 2.073 0.27
H 0.406 -1.160 3.061 0.49
H 1.313 1.097 0.423 0.27
H 0.268 2.645 -0.860 0.28
H -0.731 2.792 0.759 0.26
H -1.477 2.318 -1.950 0.27
H -1.927 0.985 -1.126 0.25
O 2.866 -3.328 -3.981 -0.62
H 2.035 -3.311 -4.539 0.33
H 3.055 -2.450 -3.901 0.30
```


[13]
C4H14N2O | ωB97M-V/def2-TZVPD

Results
* relative energy (zero: lowest compared OMol25 entry of this formula, charge and spin): 38.7 kcal/mol
* SMILES string: CNCCCN.O
* orbital gap: 0.3276 hartree
* DFT total energy: -9401.930 eV
* net charge: 0

```
21
Properties=species:S:1:pos:R:3:mulliken_charge:R:1
C -0.138 -0.062 2.622 -0.94
N -0.072 0.266 1.199 -0.21
C 0.315 -0.938 0.468 -0.66
C 0.277 -0.846 -1.057 -0.54
C 1.372 -0.125 -1.770 -0.55
N 1.324 1.364 -1.474 -0.67
H 0.838 -0.354 3.000 0.31
H -0.855 -0.860 2.841 0.34
H -0.477 0.792 3.213 0.34
H -1.007 0.561 0.912 0.15
H -0.251 -1.821 0.805 0.40
H 1.359 -1.172 0.692 0.35
H 0.268 -1.903 -1.371 0.36
H -0.716 -0.516 -1.377 0.23
H 2.378 -0.479 -1.566 0.33
H 1.133 -0.100 -2.832 0.28
H 2.038 1.675 -0.822 0.27
H 0.481 1.482 -0.934 0.27
O -2.391 1.141 -0.623 -0.62
H -2.682 1.276 -1.517 0.29
H -3.194 0.621 -0.411 0.30
```